(1)
C5H7NO | ωB97M-V/def2-TZVPD

## Properties
**E_LUMO**: 0.944 eV
**Highest occupied orbital energy**: -9.08 eV
**SMILES**: CC(=O)[C@@]12C[C@@H]1N2
**Gap between HOMO and LUMO**: 10.03 eV

Cartesian coordinates (Å):
C1 -1.75448 0.48443 -0.49442
C2 -0.55244 -0.31387 -0.96120
O1 -0.27053 -0.64084 -2.09671
C3 0.27343 -0.61002 0.15893
C4 1.34281 0.52256 -0.02994
C5 0.88447 -0.01665 1.28063
N1 0.82106 -1.50462 1.10184
H1 -1.88485 1.31407 -1.17301
H2 -1.74454 0.83675 0.55248
H3 -2.56472 -0.24482 -0.57541
H4 2.23934 0.27470 -0.58562
H5 0.99849 1.55352 -0.24604
H6 0.54577 0.50345 2.15688
H7 1.64686 -1.98922 0.76177

---

(2)
C19H23N6V | ωB97M-V/def2-TZVPD

## Properties
**E_LUMO (spin up / spin down)**: -11.690 / -11.316 eV
**Highest occupied orbital energy (spin up / spin down)**: -17.60 / -17.60 eV
**Expectation value of S²**: 0.774
**Gap between HOMO and LUMO (spin up / spin down)**: 5.91 / 6.29 eV
**Multiplicity**: 2
**Charge**: +3

Cartesian coordinates (Å):
V1 0.04535 -0.37435 -0.06024
C1 -2.85040 -3.91143 3.08293
C2 -3.85145 -3.02819 2.68745
C3 -3.57065 -1.99178 1.81424
C4 -2.26989 -1.85551 1.34221
C5 -1.26190 -2.73596 1.72800
C6 -1.55359 -3.76899 2.60365
N1 -1.90921 -0.80167 0.43285
N2 -2.80912 -0.03394 0.03483
C7 -2.31994 0.92582 -0.87118
C8 -3.20534 1.81081 -1.44912
C9 -2.72896 2.66342 -2.44899
C10 -1.40196 2.61093 -2.84475
C11 -0.49771 1.74191 -2.22068
C12 -0.95650 0.89687 -1.22104
H1 -3.08243 -4.71599 3.76807
H2 -4.85839 -3.14823 3.06355
H3 -4.34279 -1.30261 1.50337
H4 -0.24874 -2.65456 1.33770
H5 -0.78025 -4.46084 2.90787
H6 -4.24395 1.81534 -1.14339
H7 -3.40601 3.35891 -2.92694
H8 -1.05167 3.25548 -3.64058
H9 0.53242 1.73262 -2.56040
N3 1.56401 1.14050 -0.01557
C13 1.91012 1.60720 1.37428
C14 1.55223 0.49971 2.33324
N4 0.15138 0.09421 1.99199
H10 2.40042 0.74383 -0.45068
H11 1.33400 1.94372 -0.59552
H12 1.31418 2.49784 1.57361
H13 2.95907 1.88721 1.44030
H14 1.62992 0.81256 3.37321
H15 2.19670 -0.37248 2.20254
H16 -0.47270 0.88375 2.18247
H17 -0.18437 -0.65172 2.60469
N5 1.89667 -5.39314 -2.70302
C15 1.52950 -4.24954 -2.18126
C16 2.43596 -3.47206 -1.38549
C17 2.03033 -2.29372 -0.87871
N6 0.74979 -1.79218 -1.06228
C18 -0.12769 -2.53867 -1.84427
C19 0.21469 -3.72239 -2.38559
H18 2.82881 -5.76299 -2.57258
H19 1.27016 -5.94240 -3.27636
H20 3.44934 -3.80970 -1.21367
H21 2.71409 -1.69372 -0.28992
H22 -1.11374 -2.12175 -2.00587
H23 -0.50534 -4.25769 -2.99060